C27H41Cl3F10I2O9S3 as an isolated structure at a distorted geometry, computed with ωB97M-V/def2-TZVPD.

Electronic energy: -160539.5113 eV
Frontier orbital gap: 9.0 eV
Highest occupied orbital energy: -9.037 eV
Lowest unoccupied orbital energy: -0.08 eV
F_max: 4.36 eV Å⁻¹

Last column: Mulliken charge in e.
Geometry (Å):
C 4.78 -0.93 3.73  -1.053
C 3.43 -1.58 4.04  -0.702
C 2.96 -2.74 3.14  0.041
Cl 4.35 -3.82 2.80  -0.190
C 2.23 -2.43 1.81  -0.978
O 3.08 -1.76 0.90  0.831
C 2.67 -1.63 -0.49  -0.321
C 2.13 -2.90 -1.14  -1.156
I 3.14 -4.71 -0.88  0.119
C 1.02 -2.84 -1.87  0.206
C 0.26 -1.57 -2.21  -0.839
I 0.14 -4.50 -2.77  0.058
C 3.75 -0.78 -1.32  0.846
S 4.01 -1.52 -2.99  -0.262
O 3.08 0.40 -1.76  -0.253
C 2.90 1.67 -1.16  0.690
Cl 1.41 2.25 -2.08  -0.190
C 2.49 1.72 0.31  -0.661
C 3.59 1.85 1.38  -1.114
C 3.99 2.70 -1.49  -0.550
C 4.28 2.99 -2.94  0.042
O 4.65 3.99 -3.33  -0.489
F 4.13 1.96 -3.76  -0.200
C 5.10 -0.61 -0.59  1.738
Cl 6.22 0.39 -1.59  -0.180
C 5.78 -1.94 -0.21  0.482
C 7.09 -2.31 -0.89  -1.754
C 0.92 -1.63 2.05  0.236
F 1.17 -0.34 2.42  -0.288
F 0.22 -1.55 0.86  -0.277
C -0.13 -2.16 3.08  0.336
F -1.20 -1.34 2.98  -0.145
F 0.37 -2.04 4.33  -0.295
C -0.67 -3.62 2.94  0.560
F -1.55 -3.78 3.95  -0.298
F 0.35 -4.49 3.10  -0.251
C -1.41 -4.01 1.63  0.510
F -1.98 -5.18 1.81  -0.273
F -2.33 -3.12 1.29  -0.222
F -0.53 -4.12 0.63  -0.096
H 5.61 -1.56 4.04  0.334
H 4.85 0.00 4.31  0.390
H 4.88 -0.65 2.68  0.051
H 2.66 -0.81 4.10  0.313
H 3.51 -2.00 5.05  0.507
H 2.30 -3.37 3.73  0.547
H 1.89 -3.39 1.40  0.466
H 1.81 -0.96 -0.51  0.079
H -0.46 -1.34 -1.41  0.066
H 0.94 -0.71 -2.32  -0.014
H -0.30 -1.69 -3.13  0.669
H 4.71 -2.58 -2.58  0.110
H 1.84 2.60 0.41  0.836
H 1.85 0.87 0.54  -0.009
H 3.26 2.54 2.16  0.428
H 3.79 0.90 1.87  -0.072
H 4.54 2.25 1.00  0.388
H 4.93 2.45 -0.99  0.280
H 3.64 3.66 -1.09  0.474
H 4.97 0.02 0.29  -0.440
H 5.98 -1.88 0.87  0.063
H 5.07 -2.76 -0.32  -0.327
H 7.91 -1.64 -0.60  0.384
H 7.03 -2.35 -1.98  0.325
H 7.37 -3.32 -0.55  0.467
O -3.63 3.00 2.32  -0.670
S -4.85 2.44 1.83  1.262
O -6.04 2.61 2.60  -0.634
O -4.61 0.89 1.56  -0.266
C -4.05 0.10 2.64  -0.085
C -5.05 -0.20 3.74  -1.145
C -5.14 2.92 0.17  -1.009
H -3.17 0.61 3.02  0.349
H -3.73 -0.82 2.15  0.061
H -5.35 0.71 4.27  0.336
H -4.59 -0.88 4.46  0.383
H -5.95 -0.66 3.33  0.317
H -4.24 2.76 -0.40  0.363
H -5.40 3.98 0.19  0.423
H -5.97 2.35 -0.23  0.356
O -6.30 3.73 -2.48  -0.515
S -6.92 4.34 -3.62  1.125
O -8.26 4.82 -3.49  -0.612
O -6.81 3.35 -4.84  -0.302
C -7.30 1.99 -4.66  -0.288
C -8.81 1.90 -4.65  -0.989
C -5.90 5.61 -4.26  -0.976
H -6.85 1.58 -3.76  0.276
H -6.88 1.45 -5.51  0.275
H -9.23 2.39 -3.78  0.304
H -9.10 0.84 -4.62  0.385
H -9.23 2.35 -5.54  0.269
H -4.88 5.23 -4.36  0.316
H -5.93 6.43 -3.54  0.369
H -6.30 5.94 -5.21  0.350

***

C27H41CuN7OSTe as an isolated structure at a distorted geometry, computed with ωB97M-V/def2-TZVPD.

Electronic energy: -103905.4190 eV
Total charge: +1
Frontier orbital gap: 6.2 eV
Highest occupied orbital energy: -8.851 eV
Lowest unoccupied orbital energy: -2.67 eV
Energy above the lowest of the compared OMol25 structures with the same formula, charge and spin: 0.035 eV
F_max: 2.51 eV Å⁻¹

Last column: Mulliken charge in e.
Geometry (Å):
Cu -6.72 -6.53 -18.35  -0.254
C -6.07 -1.28 -24.77  -1.349
C -6.74 -2.07 -23.67  0.221
C -6.55 -3.46 -23.60  -0.555
C -6.95 -4.28 -22.55  1.255
C -6.52 -5.72 -22.66  -1.531
C -7.83 -3.78 -21.55  -0.641
Te -8.09 -4.83 -19.61  -0.124
C -8.18 -2.38 -21.63  1.167
C -9.30 -1.88 -20.76  -1.848
C -7.67 -1.62 -22.72  -0.747
H -5.31 -1.90 -25.26  0.360
H -5.62 -0.38 -24.36  0.355
H -6.77 -0.97 -25.54  0.319
H -6.03 -3.96 -24.39  0.344
H -6.81 -6.05 -23.64  0.456
H -6.96 -6.36 -21.89  0.208
H -5.42 -5.81 -22.61  0.303
H -9.16 -2.06 -19.72  0.322
H -10.23 -2.42 -21.04  0.318
H -9.45 -0.82 -20.88  0.424
H -8.05 -0.62 -22.84  0.375
C -6.91 -10.50 -18.80  -0.906
N -5.62 -10.21 -18.18  -0.085
C -4.92 -9.06 -18.40  0.315
S -5.46 -7.86 -19.48  -0.295
N -3.75 -8.84 -17.78  0.001
C -2.96 -9.89 -17.16  -1.070
H -7.58 -9.63 -18.74  0.225
H -7.36 -11.36 -18.34  0.375
H -6.77 -10.76 -19.87  0.311
H -5.17 -10.91 -17.64  0.169
H -3.27 -7.98 -17.96  0.288
H -2.43 -10.51 -17.88  0.329
H -3.59 -10.49 -16.53  0.352
H -2.22 -9.43 -16.49  0.321
N -5.22 -1.69 -19.56  -0.160
C -5.80 -1.37 -18.18  -0.802
C -5.90 -2.66 -17.33  0.923
N -6.61 -2.53 -16.10  -0.323
H -5.15 -0.81 -20.12  0.424
H -5.90 -2.45 -20.05  -0.030
H -4.19 -2.01 -19.47  0.398
H -6.77 -0.90 -18.42  0.367
H -5.14 -0.62 -17.73  0.443
H -4.84 -3.01 -17.13  -0.055
H -6.37 -3.37 -18.07  -0.897
H -7.59 -2.88 -16.16  0.278
H -6.65 -1.55 -15.86  0.246
C -5.48 -0.93 -12.27  -1.440
C -4.95 -2.16 -12.91  0.727
C -4.16 -2.09 -14.05  -0.551
C -3.58 -3.21 -14.65  -0.789
C -3.92 -4.50 -14.16  0.850
N -3.34 -5.60 -14.79  -0.010
C -3.33 -6.95 -14.44  0.118
O -2.39 -7.69 -14.71  -0.627
N -4.53 -7.44 -13.85  0.046
C -5.79 -7.31 -14.44  0.287
C -6.88 -8.00 -13.87  -0.695
C -8.05 -8.08 -14.62  -0.782
C -8.09 -7.52 -15.92  -0.526
N -7.09 -6.83 -16.39  0.115
C -6.00 -6.64 -15.65  0.117
C -4.76 -4.61 -13.04  -0.441
C -5.22 -3.45 -12.39  -1.007
H -5.89 -0.24 -13.03  0.330
H -4.74 -0.43 -11.64  0.308
H -6.30 -1.21 -11.61  0.370
H -3.94 -1.11 -14.42  0.515
H -2.83 -3.08 -15.45  0.342
H -2.55 -5.39 -15.37  0.222
H -4.45 -8.23 -13.22  0.299
H -6.81 -8.42 -12.89  0.557
H -8.93 -8.55 -14.24  0.454
H -8.98 -7.58 -16.53  0.490
H -5.28 -5.90 -16.00  0.344
H -5.03 -5.58 -12.63  0.517
H -5.86 -3.54 -11.52  0.345

***

C27H41F6N4O8S3SbTi as an isolated structure at a distorted geometry, computed with ωB97M-V/def2-TZVPD.

Electronic energy: -129471.2593 eV
Total charge: -2
Frontier orbital gap: 5.5 eV
Highest occupied orbital energy: -1.502 eV
Lowest unoccupied orbital energy: 3.99 eV
Energy above the lowest of the compared OMol25 structures with the same formula, charge and spin: 2.552 eV
F_max: 1.82 eV Å⁻¹

Last column: Mulliken charge in e.
Geometry (Å):
Ti -1.60 0.86 -0.56  -0.012
C -1.30 1.46 3.43  -1.207
N -0.30 0.60 2.83  0.654
C -0.22 -0.72 3.40  -0.720
C 0.79 1.16 2.16  0.152
C 2.09 0.90 2.63  0.301
C 3.20 1.45 2.03  -0.948
C 3.04 2.18 0.86  -1.196
C 1.77 2.43 0.38  -1.264
C 0.61 1.99 1.03  0.162
N -0.70 2.29 0.56  1.604
C -0.97 3.51 -0.04  1.008
C -0.15 4.65 0.00  -0.630
C -0.50 5.80 -0.69  -0.796
C -1.70 5.89 -1.36  -1.003
C -2.57 4.81 -1.30  -0.398
C -2.24 3.65 -0.64  -0.281
N -3.15 2.53 -0.44  1.695
C -4.24 2.47 -1.43  -1.594
C -3.74 2.66 0.92  -1.207
H -1.12 1.53 4.51  0.407
H -1.23 2.46 3.00  0.292
H -2.30 1.05 3.27  0.186
H -0.02 -0.69 4.49  0.295
H -1.17 -1.24 3.25  0.084
H 0.56 -1.30 2.91  0.069
H 2.21 0.29 3.52  0.417
H 4.18 1.31 2.47  0.411
H 3.90 2.55 0.32  0.359
H 1.64 2.92 -0.58  0.563
H 0.77 4.62 0.56  0.573
H 0.19 6.64 -0.69  0.375
H -1.97 6.78 -1.92  0.392
H -3.53 4.90 -1.81  0.296
H -3.82 2.35 -2.43  0.290
H -4.84 3.38 -1.39  0.414
H -4.87 1.63 -1.21  0.490
H -4.40 3.54 0.94  0.359
H -4.30 1.77 1.17  0.468
H -2.95 2.78 1.65  0.104
F -3.45 -2.95 4.47  -0.336
C -3.16 -3.00 3.09  -0.077
F -4.41 -3.34 2.54  -0.253
F -2.46 -4.23 3.00  -0.303
S -3.42 -0.89 1.26  0.876
O -2.02 -0.22 0.81  -0.109
O -3.97 -0.06 2.33  -0.709
N -4.40 -0.36 -0.11  -0.688
S -3.89 -0.89 -1.47  0.765
O -4.76 -0.58 -2.57  -0.723
O -2.43 -0.71 -1.72  -0.988
C -3.94 -2.75 -1.36  0.545
F -3.04 -3.17 -0.47  -0.125
F -5.13 -3.22 -1.01  -0.248
F -3.60 -3.31 -2.54  -0.263
O 0.90 2.18 -2.57  -0.870
S -0.06 1.10 -2.60  1.382
O 0.02 0.27 -3.76  -0.844
O -1.46 1.67 -2.36  -0.516
O 0.07 0.24 -1.30  1.281
C 3.82 0.38 -2.32  -1.124
C 3.08 -0.96 -2.33  0.639
C 4.01 -2.07 -2.80  -1.726
Sb 2.13 -1.25 -0.36  -0.233
C 3.67 -2.59 0.62  0.378
C 4.93 -1.75 0.83  -1.120
C 4.04 -3.98 0.08  -1.528
C 0.65 -2.79 -0.89  1.256
C 0.21 -3.52 0.39  -1.372
C 1.05 -3.75 -2.00  -1.742
H 4.36 0.52 -3.27  0.433
H 4.56 0.43 -1.51  0.172
H 3.12 1.21 -2.21  0.098
H 2.22 -0.87 -3.00  0.402
H 4.90 -2.11 -2.17  0.247
H 4.33 -1.89 -3.83  0.478
H 3.53 -3.05 -2.76  0.258
H 3.20 -2.73 1.60  0.436
H 5.46 -1.59 -0.12  0.162
H 5.63 -2.23 1.52  0.418
H 4.67 -0.76 1.23  0.105
H 4.54 -3.91 -0.89  0.204
H 3.17 -4.62 -0.02  0.264
H 4.74 -4.48 0.77  0.451
H -0.17 -2.17 -1.25  -0.344
H 1.07 -3.97 0.90  0.238
H -0.50 -4.31 0.15  0.447
H -0.28 -2.83 1.08  0.092
H 1.92 -4.35 -1.72  0.205
H 1.27 -3.21 -2.92  0.378
H 0.22 -4.44 -2.21  0.463

***

C27H42BrN4O3SW as an isolated structure, computed with ωB97M-V/def2-TZVPD.

Electronic energy: -123484.9032 eV
Total charge: +1
Frontier orbital gap (alpha / beta): 7.0 / 7.9 eV
Highest occupied orbital energy (alpha / beta): -10.283 / -10.919 eV
Lowest unoccupied orbital energy (alpha / beta): -3.30 / -3.01 eV
Multiplicity: 3
Energy above the lowest of the compared OMol25 structures with the same formula, charge and spin: 0.438 eV
F_max: 0.67 eV Å⁻¹

Last column: Mulliken charge in e.
Geometry (Å):
W 0.99 -1.23 -0.86  2.428
N 2.50 -2.55 -2.03  -0.646
C 3.26 -1.89 -3.11  -0.861
C 2.36 -1.60 -4.31  -1.026
N 1.10 -0.97 -3.94  0.457
C 1.05 0.46 -4.16  -0.860
C 1.83 1.20 -3.09  -0.914
N 1.33 0.85 -1.75  -0.805
C -0.08 -1.71 -4.37  -0.764
C -0.28 -2.94 -3.51  -0.892
N -0.29 -2.64 -2.06  -0.824
H 3.16 -2.86 -1.32  0.396
H 2.08 -3.41 -2.36  0.318
H 4.09 -2.53 -3.43  0.535
H 3.69 -0.99 -2.69  0.240
H 2.15 -2.54 -4.83  0.438
H 2.92 -0.98 -5.03  0.414
H 0.01 0.78 -4.10  0.492
H 1.42 0.76 -5.15  0.310
H 1.76 2.28 -3.26  0.574
H 2.90 0.95 -3.13  0.395
H 0.41 1.26 -1.62  0.201
H 1.92 1.32 -1.05  0.410
H -0.03 -2.02 -5.42  0.275
H -0.94 -1.05 -4.27  0.444
H 0.51 -3.67 -3.69  0.365
H -1.21 -3.45 -3.78  0.538
H -0.12 -3.51 -1.54  0.393
H -1.23 -2.35 -1.77  0.419
C -5.18 3.05 2.50  -1.578
C -4.37 3.58 1.30  1.753
C -5.32 3.82 0.13  -2.171
C -3.71 4.91 1.68  -1.581
C -3.28 2.56 0.96  -0.527
C -3.23 1.91 -0.26  0.323
C -2.22 0.99 -0.51  -0.036
Br -2.27 0.14 -2.20  -0.147
C -1.25 0.68 0.43  0.144
O -0.28 -0.22 0.17  0.464
C -1.27 1.34 1.69  -1.195
C -2.29 2.26 1.89  -0.215
C -0.20 1.11 2.75  2.502
C 1.14 1.60 2.18  -1.294
C -0.48 1.92 4.02  -2.474
C -0.10 -0.36 3.17  -1.583
H -5.95 3.77 2.77  0.460
H -4.55 2.89 3.37  0.323
H -5.66 2.10 2.25  0.362
H -6.06 4.57 0.42  0.419
H -5.86 2.91 -0.15  0.397
H -4.80 4.20 -0.75  0.421
H -4.49 5.65 1.91  0.473
H -3.10 5.30 0.87  0.353
H -3.08 4.82 2.57  0.317
H -3.96 2.09 -1.03  0.581
H -2.33 2.77 2.84  0.440
H 1.09 2.66 1.94  0.316
H 1.43 1.05 1.29  -0.037
H 1.94 1.46 2.92  0.448
H -0.46 2.99 3.85  0.410
H 0.31 1.70 4.74  0.471
H -1.43 1.65 4.48  0.457
H 0.16 -1.03 2.36  0.161
H -1.05 -0.70 3.60  0.362
H 0.66 -0.46 3.95  0.468
O 1.38 -4.59 -0.29  -0.651
C 1.42 -3.63 0.46  -0.274
O 0.47 -2.70 0.46  -0.799
C 2.54 -3.35 1.41  0.893
C 2.89 -4.36 2.31  -0.701
C 3.89 -4.16 3.24  -0.657
C 4.57 -2.95 3.27  -0.655
C 4.25 -1.95 2.36  -0.889
C 3.23 -2.14 1.44  1.156
S 2.97 -0.78 0.29  -0.636
H 2.36 -5.31 2.26  0.481
H 4.14 -4.94 3.94  0.413
H 5.35 -2.79 3.99  0.415
H 4.80 -1.02 2.37  0.471

***

C27H42Cl3N4O3SiTm as an isolated structure at a distorted geometry, computed with ωB97M-V/def2-TZVPD.

Electronic energy: -115767.8344 eV
Frontier orbital gap (alpha / beta): 8.3 / 8.3 eV
Highest occupied orbital energy (alpha / beta): -8.076 / -8.078 eV
Lowest unoccupied orbital energy (alpha / beta): 0.21 / 0.21 eV
Multiplicity: 3
F_max: 2.24 eV Å⁻¹

Last column: Mulliken charge in e.
Geometry (Å):
C -1.46 -2.02 -2.90  -1.362
C -1.06 -3.06 -1.90  0.460
H -1.17 -2.33 -3.92  0.380
H -1.01 -1.04 -2.69  0.009
H -2.55 -1.88 -2.88  0.312
C -0.56 -4.26 -2.20  0.108
C -0.37 -4.81 -3.56  -1.508
H -0.25 -4.92 -1.38  0.419
H -0.60 -4.10 -4.36  0.365
H -1.00 -5.69 -3.71  0.308
H 0.67 -5.15 -3.70  0.290
Tm 0.02 0.29 0.40  -0.296
Cl -2.47 0.26 0.91  -0.541
Cl -0.16 1.52 -1.80  -0.713
H 0.70 4.79 3.89  0.313
H -1.45 5.75 2.64  0.314
C 1.06 4.49 2.89  -0.890
C -0.98 5.39 1.72  -0.866
N -0.09 4.27 2.01  0.291
H 1.61 3.56 2.97  0.201
C -0.27 3.10 1.43  0.401
O 0.50 2.10 1.60  -0.677
H -1.75 5.02 1.04  0.267
H -1.15 3.00 0.77  0.307
H 1.69 5.28 2.48  0.338
H -0.42 6.20 1.22  0.319
H 1.51 -1.58 -2.73  0.145
H 2.41 -3.68 -1.57  0.149
C 2.34 -1.00 -2.31  -0.705
C 3.27 -3.05 -1.27  -0.810
N 2.84 -1.67 -1.11  0.320
H 2.00 0.01 -2.10  0.196
C 2.84 -1.10 0.09  -0.068
O 2.25 -0.01 0.35  -0.608
H 3.67 -3.39 -0.31  0.303
H 3.38 -1.65 0.90  0.436
H 3.15 -0.98 -3.06  0.420
H 4.05 -3.10 -2.04  0.349
O -0.11 -1.71 -0.23  1.098
C -1.13 -2.60 -0.44  -0.167
C 0.13 -4.14 1.16  0.205
C -1.08 -3.71 0.62  -0.164
H 1.05 -3.69 0.78  0.573
C 0.14 -5.11 2.16  -0.793
H -2.10 -2.08 -0.34  0.423
C -2.29 -4.26 1.06  -0.441
H 1.09 -5.40 2.61  0.439
C -1.07 -5.71 2.54  -0.539
C -2.28 -5.29 1.99  -0.684
H -3.22 -3.87 0.63  0.453
H -1.06 -6.51 3.28  0.385
H -3.22 -5.75 2.29  0.395
Si -0.37 4.93 -5.07  0.503
Cl -0.62 3.46 -6.52  -0.342
C 1.45 4.95 -4.67  -0.884
C -1.46 4.39 -3.65  -0.428
C -0.94 6.56 -5.81  -0.929
H 1.77 3.96 -4.33  0.249
H 1.68 5.68 -3.89  0.314
H 2.04 5.21 -5.56  0.271
H -0.33 6.83 -6.68  0.263
H -0.84 7.38 -5.07  0.325
H -1.99 6.51 -6.12  0.258
H -1.14 3.41 -3.28  -0.115
H -2.51 4.33 -3.98  0.289
H -1.40 5.10 -2.81  0.252
N 1.18 -1.98 4.47  0.018
C 1.19 -1.78 3.13  -0.702
N 0.39 -0.75 2.81  0.248
C -0.18 -0.29 3.99  0.374
C -1.09 0.74 4.23  -0.276
C -1.41 1.04 5.55  -0.890
C -0.90 0.27 6.61  -0.392
C -0.02 -0.80 6.37  -0.955
C 0.32 -1.05 5.06  0.545
H 1.70 -2.71 4.96  0.259
H 1.79 -2.36 2.44  0.406
H -1.52 1.24 3.37  0.332
H -2.08 1.88 5.77  0.401
H -1.18 0.52 7.63  0.373
H 0.39 -1.42 7.16  0.375